[1]
{
  "formula": "C4H11NO2",
  "method": "ωB97M-V/def2-TZVPD",
  "elements": ["H", "H", "H", "C", "H", "H", "H", "C", "H", "O", "H", "H", "C", "C", "O", "H", "N", "H"],
  "xyz": [[2.312, -1.923, -3.368], [-2.252, 0.282, 2.754], [-1.281, 2.647, 1.786], [-0.108, -0.691, -0.834], [-0.548, 0.620, 3.433], [0.529, 0.269, 1.427], [-0.272, -0.752, -1.945], [-0.466, 2.209, 1.226], [0.508, 2.806, 1.385], [0.782, -1.338, -0.318], [-2.119, 0.080, -0.206], [-0.820, 2.531, 0.151], [-0.597, 0.586, 1.289], [-1.144, 0.102, 2.598], [2.306, -0.985, -3.500], [-1.001, -0.928, 2.790], [-1.059, 0.046, -0.031], [1.548, -0.609, -3.117]],
  "mulliken_charge": [0.329, 0.321, 0.309, -0.071, 0.311, 0.153, 0.391, -1.081, 0.259, -0.493, 0.283, 0.324, 0.439, -1.305, -0.613, 0.360, -0.203, 0.287],
  "gap_ev": 10.5,
  "lumo_energy_ev": 0.79,
  "smiles": "CC(C)NC=O.O",
  "de_lowest_kj_mol": 214.0,
  "molar_mass_g_mol": 105.1,
  "multiplicity": 1
}

---

[2]
{
  "formula": "C4H11NO2",
  "method": "ωB97M-V/def2-TZVPD",
  "elements": ["H", "H", "O", "H", "C", "H", "H", "H", "H", "H", "C", "H", "H", "O", "C", "H", "C", "N"],
  "xyz": [[0.987, 1.968, 0.314], [2.753, 0.094, 2.173], [2.076, 0.564, 1.693], [-0.375, 2.030, -0.785], [-0.005, 1.541, 0.102], [-1.118, 0.336, -2.472], [0.157, -0.142, 2.132], [-0.502, -1.612, -2.144], [1.254, -1.397, 1.579], [-0.530, 1.789, 1.030], [0.419, 0.067, 0.088], [-2.005, -1.967, -1.211], [1.167, -0.183, -0.677], [-1.903, -0.127, -2.153], [-1.212, -1.240, -1.408], [-1.442, -0.526, 0.463], [1.001, -0.356, 1.444], [-0.724, -0.840, -0.167]],
  "mulliken_charge": [0.367, 0.310, -0.491, 0.311, -1.138, 0.312, 0.211, 0.325, 0.429, 0.308, 0.091, 0.292, 0.280, -0.540, -0.457, 0.271, -0.654, -0.224],
  "gap_ev": 9.7,
  "lumo_energy_ev": 0.79,
  "smiles": "C[C@@H](CO)NCO",
  "de_lowest_kj_mol": 188.1,
  "molar_mass_g_mol": 105.1,
  "multiplicity": 1
}

---

[3]
{
  "formula": "C4H11NO2",
  "method": "ωB97M-V/def2-TZVPD",
  "elements": ["H", "C", "H", "H", "C", "H", "H", "H", "O", "H", "H", "C", "C", "O", "H", "H", "N", "H"],
  "xyz": [[-2.969, -1.258, 0.007], [-2.207, -0.732, 0.598], [0.359, -0.842, 1.661], [-2.220, -1.174, 1.582], [1.278, 0.196, -0.278], [-2.515, 0.298, 0.597], [-0.528, 1.573, 0.070], [-0.894, -0.298, -0.913], [2.394, 0.131, 0.160], [0.771, 1.569, 1.380], [-1.407, 0.904, -2.573], [0.140, 1.025, 0.741], [0.099, -0.407, 0.709], [-1.273, 0.947, -1.615], [1.109, 0.469, -1.314], [5.617, -1.671, 0.983], [-0.913, -0.965, -0.050], [4.929, -1.813, 1.243]],
  "mulliken_charge": [0.289, -0.875, 0.488, 0.365, 0.066, 0.329, 0.205, 0.526, -0.355, 0.433, 0.137, -0.431, -0.348, -0.875, 0.518, 0.079, -0.472, -0.077],
  "gap_ev": 5.4,
  "lumo_energy_ev": -2.89,
  "de_lowest_kj_mol": 768.2,
  "molar_mass_g_mol": 105.1,
  "multiplicity": 1
}

---

[4]
{
  "formula": "C4H11NO2",
  "method": "ωB97M-V/def2-TZVPD",
  "elements": ["H", "C", "H", "H", "H", "C", "H", "H", "H", "H", "O", "H", "H", "O", "H", "C", "N", "C"],
  "xyz": [[-2.603, -1.114, -1.230], [1.122, 1.109, 1.394], [-0.735, 3.602, 0.617], [0.739, 0.417, 0.646], [-0.613, -2.217, 0.288], [-1.535, -0.968, -1.077], [0.770, -1.021, -1.501], [0.580, 0.705, 2.273], [-1.301, -0.323, -0.223], [-1.076, -3.091, -1.055], [1.666, 3.384, 1.262], [-1.329, -0.342, -1.959], [1.531, -2.115, -0.704], [-0.376, 2.745, 0.581], [2.058, 0.896, 1.910], [-0.570, -2.155, -0.804], [0.789, -2.034, -1.377], [0.883, 2.521, 0.958]],
  "mulliken_charge": [0.344, -0.649, 0.313, -0.098, 0.218, -0.976, 0.255, 0.301, 0.209, 0.376, -0.533, 0.304, 0.284, -0.422, 0.388, -0.291, -0.683, 0.660],
  "gap_ev": 10.2,
  "lumo_energy_ev": 0.54,
  "smiles": "CC(=O)O.CCN",
  "de_lowest_kj_mol": 187.9,
  "molar_mass_g_mol": 105.1,
  "multiplicity": 1
}

---

[5]
{
  "formula": "C4H11NO2",
  "method": "ωB97M-V/def2-TZVPD",
  "elements": ["N", "H", "C", "H", "O", "H", "H", "H", "H", "C", "C", "H", "C", "H", "H", "O", "H", "H"],
  "xyz": [[-2.548, 2.180, -1.209], [1.919, -5.896, -0.396], [-1.456, 2.210, -0.358], [-1.166, 1.246, 0.106], [2.298, -5.434, -1.117], [-2.777, 3.138, -1.741], [-3.279, 1.496, -0.949], [0.101, -4.483, 0.758], [2.240, -4.489, -1.003], [0.526, 3.364, 0.678], [1.305, 2.359, 1.061], [0.800, 4.360, 0.857], [-0.630, 3.316, -0.277], [2.151, 2.475, 1.699], [-0.627, -5.859, 0.881], [0.253, -5.410, 1.121], [1.386, 1.244, 0.828], [-0.494, 4.184, -0.941]],
  "mulliken_charge": [-0.472, 0.350, 0.016, 0.271, -0.635, 0.251, 0.225, 0.330, 0.292, -0.162, -0.773, 0.323, -0.359, 0.260, 0.339, -0.676, 0.170, 0.249],
  "gap_ev": 8.0,
  "lumo_energy_ev": 0.37,
  "smiles": "C=C/C=C/N.O.O",
  "de_lowest_kj_mol": 316.6,
  "molar_mass_g_mol": 105.1,
  "multiplicity": 1
}

---

[6]
{
  "formula": "C4H11NO2",
  "method": "ωB97M-V/def2-TZVPD",
  "elements": ["C", "H", "H", "H", "H", "O", "H", "C", "H", "N", "H", "C", "H", "O", "C", "H", "H", "H"],
  "xyz": [[-0.344, 0.245, 0.860], [-0.179, -2.574, 0.122], [1.549, 2.908, 0.619], [1.959, 1.332, -0.087], [0.908, -0.806, 1.044], [0.300, -0.471, 1.835], [-0.695, -2.422, -1.570], [1.446, 1.832, 0.741], [1.897, 1.517, 1.685], [-0.937, 0.226, -1.623], [-1.792, -1.970, -0.260], [-0.216, -0.543, -0.633], [0.840, -0.547, -0.931], [0.049, 1.579, 0.722], [-0.750, -1.969, -0.581], [-1.937, 0.169, -1.457], [-1.419, 0.286, 1.077], [-0.679, 1.206, -1.563]],
  "mulliken_charge": [-0.158, 0.332, 0.266, 0.280, 0.461, -0.509, 0.393, -0.622, 0.276, -0.711, 0.334, -0.045, 0.460, -0.365, -1.355, 0.277, 0.404, 0.283],
  "gap_ev": 9.9,
  "lumo_energy_ev": 0.91,
  "smiles": "CO[C@H](O)[C@@H](C)N",
  "de_lowest_kj_mol": 208.3,
  "molar_mass_g_mol": 105.1,
  "multiplicity": 1
}

---

[7]
{
  "formula": "C4H11NO2",
  "method": "ωB97M-V/def2-TZVPD",
  "elements": ["H", "C", "H", "C", "C", "N", "H", "H", "H", "H", "H", "H", "H", "C", "H", "O", "H", "O"],
  "xyz": [[2.717, 0.308, -0.852], [-2.305, -0.372, 0.083], [1.432, -0.359, 1.832], [2.044, 0.519, -0.031], [1.701, -0.525, 0.793], [-0.487, 0.893, -1.100], [-1.225, 2.634, -0.797], [-2.522, -1.374, 0.453], [-0.781, -1.097, -1.294], [-3.050, -0.107, -0.670], [0.719, 0.847, -0.891], [-2.397, 0.325, 0.914], [-0.126, -0.615, 0.284], [-0.913, -0.330, -0.529], [2.131, 1.498, 0.419], [-0.836, 1.975, -0.211], [1.792, -2.423, 1.129], [2.105, -1.797, 0.468]],
  "mulliken_charge": [0.332, -1.273, 0.369, -0.872, -0.024, -0.537, 0.328, 0.360, 0.314, 0.342, 0.443, 0.283, -0.053, 0.273, 0.294, -0.438, 0.357, -0.498],
  "gap_ev": 9.1,
  "lumo_energy_ev": 0.66,
  "smiles": "C=CO.CCNO",
  "de_lowest_kj_mol": 452.9,
  "molar_mass_g_mol": 105.1,
  "multiplicity": 1
}

---

[8]
{
  "formula": "C4H11NO2",
  "method": "ωB97M-V/def2-TZVPD",
  "elements": ["H", "H", "O", "C", "C", "H", "H", "H", "H", "H", "H", "H", "C", "H", "H", "C", "O", "N"],
  "xyz": [[0.578, -0.436, 1.680], [-1.055, 2.573, 2.472], [2.538, -0.824, 1.378], [0.398, 1.009, -0.815], [1.066, -0.328, -0.563], [0.407, 1.581, 0.172], [-1.715, 2.124, 1.270], [-1.489, -2.625, -0.504], [-1.199, -1.204, 0.464], [1.007, 1.738, -1.504], [-0.723, 0.954, -0.992], [0.418, -1.414, -2.110], [-1.079, -1.577, -0.512], [2.084, -0.309, -0.972], [-1.870, -1.078, -1.138], [1.386, -0.597, 0.941], [-1.009, 1.862, 1.851], [0.256, -1.449, -1.117]],
  "mulliken_charge": [0.268, 0.267, -0.524, -0.891, 0.276, 0.269, 0.311, 0.291, 0.298, 0.258, 0.207, 0.258, -0.849, 0.380, 0.280, -0.106, -0.578, -0.414],
  "gap_ev": 9.1,
  "lumo_energy_ev": 0.45,
  "smiles": "CN[C@@H](C)C=O.O",
  "de_lowest_kj_mol": 254.9,
  "molar_mass_g_mol": 105.1,
  "multiplicity": 1
}

---

[9]
{
  "formula": "C4H11NO2",
  "method": "ωB97M-V/def2-TZVPD",
  "elements": ["H", "O", "C", "H", "H", "H", "H", "N", "H", "C", "H", "C", "O", "H", "C", "H", "H", "H"],
  "xyz": [[0.519, -1.034, -0.687], [-0.926, 0.466, 1.167], [-0.382, -1.612, -0.457], [1.088, 0.818, 0.450], [-0.520, -2.422, -1.152], [3.728, -0.012, -0.507], [-0.322, -1.992, 0.561], [1.787, 0.705, -0.283], [-3.391, 0.653, -0.952], [-1.693, 0.216, 0.271], [3.394, 0.553, 1.137], [2.963, 0.046, 0.270], [-1.532, -0.778, -0.599], [-3.678, 0.729, 0.811], [-2.975, 0.960, 0.005], [2.028, 1.632, -0.610], [-2.782, 2.042, 0.013], [2.694, -0.969, 0.565]],
  "mulliken_charge": [0.241, -0.622, -0.543, 0.181, 0.280, 0.310, 0.292, -0.518, 0.310, 0.776, 0.298, -0.742, -0.329, 0.252, -0.921, 0.223, 0.270, 0.242],
  "gap_ev": 10.2,
  "lumo_energy_ev": 1.01,
  "smiles": "COC(C)=O.CN",
  "de_lowest_kj_mol": 76.7,
  "molar_mass_g_mol": 105.1,
  "multiplicity": 1
}

---

[10]
{
  "formula": "C4H11NO2S",
  "method": "ωB97M-V/def2-TZVPD",
  "elements": ["O", "C", "S", "H", "C", "H", "O", "H", "N", "C", "H", "H", "H", "H", "C", "H", "H", "H", "H"],
  "xyz": [[-1.891, 0.303, -2.596], [1.953, 0.336, -0.386], [0.892, 0.870, -1.742], [1.007, 1.047, 1.559], [-1.800, 0.031, 0.882], [-2.208, -0.528, -2.215], [-2.889, 0.089, 0.330], [0.903, -1.901, 0.764], [-0.833, -0.791, 0.439], [1.372, 0.183, 1.027], [0.260, -1.117, 2.233], [0.588, 2.088, -1.256], [2.814, 0.975, -0.293], [-1.127, -1.290, -0.380], [0.404, -1.020, 1.154], [-2.478, 0.838, -2.039], [2.275, -0.207, 1.511], [2.368, -0.616, -0.717], [-1.611, 0.709, 1.724]],
  "mulliken_charge": [-0.603, -0.844, -0.167, 0.353, 0.016, 0.268, -0.598, 0.452, 0.067, -0.416, 0.321, 0.103, 0.427, 0.224, -0.881, 0.328, 0.313, 0.318, 0.316],
  "gap_ev": 9.3,
  "lumo_energy_ev": 0.74,
  "smiles": "O=CNCCCS.O",
  "de_lowest_kj_mol": 97.8,
  "molar_mass_g_mol": 137.2,
  "multiplicity": 1
}

---

[11]
{
  "formula": "C4H11NO2S",
  "method": "ωB97M-V/def2-TZVPD",
  "elements": ["H", "H", "H", "H", "H", "H", "S", "O", "H", "C", "C", "C", "N", "H", "H", "H", "O", "C", "H"],
  "xyz": [[0.963, 1.421, 1.701], [0.436, -0.376, 1.803], [1.332, 2.407, -0.326], [-0.332, 2.585, -0.618], [0.772, 1.779, -1.895], [2.034, 0.006, 1.189], [-1.495, -0.067, -0.015], [-1.974, 0.643, 1.114], [-2.054, -2.419, -0.179], [0.985, 0.412, 1.220], [0.505, 1.896, -0.815], [0.368, 0.575, -0.163], [1.088, -0.972, -1.228], [-1.789, -2.112, 1.505], [-0.337, -2.251, 0.382], [1.111, -0.778, -2.224], [-2.104, 0.313, -1.290], [-1.419, -1.885, 0.499], [1.910, -1.177, -0.660]],
  "mulliken_charge": [0.354, 0.352, 0.394, 0.338, 0.276, 0.374, 1.118, -0.611, 0.400, -1.339, -1.284, 0.787, -0.610, 0.343, 0.280, 0.196, -0.646, -0.931, 0.207],
  "gap_ev": [10.3, 10.3],
  "lumo_energy_ev": [0.69, 0.69],
  "de_lowest_kj_mol": 387.9,
  "molar_mass_g_mol": 137.2,
  "multiplicity": 1
}

---

[12]
{
  "formula": "C4H11NO2S",
  "method": "ωB97M-V/def2-TZVPD",
  "elements": ["C", "C", "H", "H", "C", "H", "H", "C", "O", "N", "H", "H", "H", "S", "H", "O", "H", "H", "H"],
  "xyz": [[0.923, -1.218, -1.104], [1.349, 0.122, -0.548], [0.910, 2.234, -0.731], [0.791, -0.771, 1.319], [0.874, 1.321, -1.377], [-1.407, 0.099, 0.529], [-0.143, -1.239, -1.329], [1.344, 0.090, 1.025], [3.710, 1.143, 0.589], [-1.888, -0.168, 1.354], [1.235, 1.064, 1.590], [-0.199, 1.177, -1.814], [1.173, -2.188, -0.654], [2.940, -0.007, 0.280], [1.570, 1.424, -2.203], [3.646, -1.229, 0.013], [1.351, -1.426, -2.111], [-2.665, -0.592, 1.005], [-2.221, 0.503, 1.986]],
  "mulliken_charge": [-1.450, 1.113, 0.325, 0.501, -1.263, 0.184, 0.369, -1.120, -0.628, -0.574, 0.309, 0.288, 0.380, 0.992, 0.393, -0.613, 0.377, 0.217, 0.199],
  "gap_ev": 10.3,
  "lumo_energy_ev": 0.60,
  "smiles": "CC1(C)CS1(=O)=O.N",
  "de_lowest_kj_mol": 309.6,
  "molar_mass_g_mol": 137.2,
  "multiplicity": 1
}

---

Computed values of energy (unit: a.u.) for the preceding records, in sequence: -364.18667, -364.19653, -363.97557, -364.19659, -364.14760, -364.18883, -364.09566, -364.17110, -364.23894, -762.41211, -762.30161, -762.33142.